Record 1
A cluster of 2 separate species, C2H6O in total, computed with the ωB97M-V functional and the def2-TZVPD basis.

The lowest unoccupied orbital energy comes out at 0.965 eV. Its gap between HOMO and LUMO is 10.780 eV. As for the structure (SMILES): C=C.O. The calculation puts the total energy at -4217.4785 eV. The highest occupied orbital energy is -9.82 eV.

ORCA input file:
```
! RIJCOSX wB97M-V def2-TZVPD def2/J DEFGRID3
* xyz 0 1
C -0.4258 -0.7858 -1.3554
C 0.0189 -0.6632 -0.0831
H -1.4357 -1.1762 -1.5259
H 0.1388 -0.4354 -2.2269
H -0.5544 -1.0730 0.7563
H 1.0142 -0.2569 0.1298
O 0.0291 1.4691 1.5456
H 0.5310 2.1735 1.0763
H 0.6840 0.7478 1.6833
*
```

Record 2
A cluster of 2 separate species, C2H6O in total, computed with the ωB97M-V functional and the def2-TZVPD basis.

The lowest unoccupied orbital energy comes out at 1.101 eV. Its gap between HOMO and LUMO is 11.093 eV. As for the structure (SMILES): C=C.O. The calculation puts the total energy at -4217.1749 eV. The highest occupied orbital energy is -9.99 eV.

ORCA input file:
```
! RIJCOSX wB97M-V def2-TZVPD def2/J DEFGRID3
* xyz 0 1
C 2.0984 -0.5295 -1.6897
C 2.0845 -1.8199 -2.0732
H 3.0196 0.0011 -1.9684
H 1.4414 -0.0052 -1.0054
H 2.6858 -2.1202 -2.9343
H 1.4460 -2.7555 -1.7543
O -4.3138 2.6646 4.0938
H -4.7409 1.8276 3.9174
H -3.7210 2.7369 3.4140
*
```

Record 3
An isolated molecule of C2H6O, computed with the ωB97M-V functional and the def2-TZVPD basis.

The lowest unoccupied orbital energy comes out at 1.137 eV. Its gap between HOMO and LUMO is 10.902 eV. As for the structure (SMILES): COC. The calculation puts the total energy at -4217.8833 eV. The highest occupied orbital energy is -9.76 eV.

ORCA input file:
```
! RIJCOSX wB97M-V def2-TZVPD def2/J DEFGRID3
* xyz 0 1
C -1.1709 -0.0284 0.1499
O -0.0865 0.7428 -0.3053
C 1.1602 0.1150 -0.1791
H -0.9165 -1.0930 0.2434
H -1.5241 0.3280 1.1262
H -1.9881 0.0638 -0.5716
H 1.2230 -0.7832 -0.8127
H 1.3860 -0.1761 0.8589
H 1.9168 0.8312 -0.5097
*
```

Record 4
A structure of composition C2H6O14S3Y, computed with the ωB97M-V functional and the def2-TZVPD basis.

The lowest unoccupied orbital energy comes out at 6.717 eV. Its gap between HOMO and LUMO is 5.649 eV. The calculation puts the total energy at -64390.0583 eV. The highest occupied orbital energy is 1.07 eV.

ORCA input file:
```
! RIJCOSX wB97M-V def2-TZVPD def2/J DEFGRID3
* xyz -3 1
Y -7.6072 -30.1162 -12.9827
S -8.1070 -31.4646 -15.5655
O -9.0116 -30.7890 -14.5594
O -8.4029 -32.8661 -15.7510
O -8.1284 -30.7340 -16.8571
O -6.7774 -31.2135 -14.8717
S -8.6650 -28.2141 -10.9992
O -9.2213 -28.7812 -9.7738
O -7.2349 -28.6901 -11.2288
O -9.3001 -28.7818 -12.2446
O -8.7267 -26.7435 -10.9776
S -7.7020 -32.7351 -11.6591
O -7.8404 -33.8595 -12.5812
O -7.5506 -33.1876 -10.2737
O -6.5323 -31.8481 -12.0842
O -8.8233 -31.7410 -11.8319
C -6.3299 -27.8495 -14.8710
C -5.3288 -28.0307 -13.7639
O -5.3475 -29.3735 -13.2834
O -7.6407 -28.2374 -14.4653
H -6.0554 -28.5413 -15.6787
H -6.3263 -26.8136 -15.2237
H -5.5198 -27.4101 -12.8808
H -4.3461 -27.7584 -14.1683
H -4.4736 -29.6701 -13.0242
H -8.2683 -27.9594 -15.1356
*
```

Record 5
A cluster of 2 separate species, C2H6O2 in total, computed with the ωB97M-V functional and the def2-TZVPD basis.

The lowest unoccupied orbital energy comes out at 0.793 eV. Its gap between HOMO and LUMO is 11.797 eV. As for the structure (SMILES): O=CO.C. The calculation puts the total energy at -6266.0899 eV. The highest occupied orbital energy is -11.00 eV.

ORCA input file:
```
! RIJCOSX wB97M-V def2-TZVPD def2/J DEFGRID3
* xyz 0 1
O -1.0139 0.5517 -2.2946
C -0.9625 1.6783 -1.8958
O -0.2118 2.6109 -2.4952
H -1.4799 1.9986 -0.9919
H -0.0388 2.2757 -3.4078
C 0.7480 -1.8437 2.2536
H 1.3257 -1.3524 1.4682
H 0.1046 -1.0539 2.6374
H 0.0627 -2.5589 1.8090
H 1.4660 -2.3062 2.9170
*
```

Record 6
An isolated molecule of C2H6O2, computed with the ωB97M-V functional and the def2-TZVPD basis.

The lowest unoccupied orbital energy comes out at 0.742 eV. Its gap between HOMO and LUMO is 11.028 eV. As for the structure (SMILES): OCCO. The calculation puts the total energy at -6265.1549 eV. The highest occupied orbital energy is -10.29 eV.

ORCA input file:
```
! RIJCOSX wB97M-V def2-TZVPD def2/J DEFGRID3
* xyz 0 1
O -1.4016 -0.8367 -0.0730
C -0.6913 0.3668 -0.3518
C 0.8196 0.3237 0.1873
O 1.5077 -0.8091 -0.3081
H -1.2320 -0.9174 0.9278
H -0.7586 0.5458 -1.4554
H -1.2458 1.2386 0.1217
H 0.7645 0.3356 1.2604
H 1.4378 1.1689 -0.2359
H 0.7998 -1.4163 -0.0729
*
```

Record 7
A cluster of 2 separate species, C2H6O2SSi in total, computed with the ωB97M-V functional and the def2-TZVPD basis.

The lowest unoccupied orbital energy comes out at 0.471 eV. Its gap between HOMO and LUMO is 9.413 eV. The calculation puts the total energy at -24974.6039 eV. The highest occupied orbital energy is -8.94 eV.

ORCA input file:
```
! RIJCOSX wB97M-V def2-TZVPD def2/J DEFGRID3
* xyz 0 1
C 3.1818 0.9005 -0.5544
C 2.3087 1.4838 0.0409
O -2.8613 0.6589 -0.8584
O -1.9851 0.2955 1.3947
Si -0.7962 -1.5244 -0.4221
S -1.5820 0.5603 -0.2096
H 3.7318 0.5243 -1.3736
H -1.9100 1.0132 2.0027
H 1.8044 1.8591 0.8780
H -0.2515 -1.4687 0.9645
H -1.9935 -2.4673 -0.6219
H 0.3528 -1.8351 -1.2408
*
```

Record 8
A cluster of 2 separate species, C2H6O3 in total, computed with the ωB97M-V functional and the def2-TZVPD basis.

The lowest unoccupied orbital energy comes out at 0.515 eV. Its gap between HOMO and LUMO is 11.315 eV. As for the structure (SMILES): CC(=O)O.O. The calculation puts the total energy at -8314.0990 eV. The highest occupied orbital energy is -10.80 eV.

ORCA input file:
```
! RIJCOSX wB97M-V def2-TZVPD def2/J DEFGRID3
* xyz 0 1
C 0.4661 1.9584 -0.7989
C 0.3147 0.9444 0.3060
O -0.4115 1.0365 1.2533
O 1.0880 -0.1544 0.1293
H 1.1366 2.7822 -0.5596
H -0.5264 2.3754 -0.9872
H 0.7609 1.4380 -1.6973
H 1.0364 -0.6311 0.9754
O -1.2591 -3.0368 -0.5935
H -0.8107 -2.3795 -0.0512
H -1.1984 -3.8556 -0.0868
*
```

Record 9
An isolated molecule of C2H6O3S, computed with the ωB97M-V functional and the def2-TZVPD basis.

The lowest unoccupied orbital energy comes out at 0.834 eV. Its gap between HOMO and LUMO is 10.782 eV. The calculation puts the total energy at -19144.7644 eV. The highest occupied orbital energy is -9.95 eV.

ORCA input file:
```
! RIJCOSX wB97M-V def2-TZVPD def2/J DEFGRID3
* xyz 0 1
C -0.4139 0.7177 -1.6314
C 0.5155 0.1343 -0.6795
O -1.5818 -0.3654 0.7383
O 0.5759 -0.7830 3.1229
O 0.8799 -0.8030 1.7386
S -0.3438 0.2782 0.9668
H -1.4514 0.3455 -1.5518
H -0.6385 1.8069 -1.5525
H -0.1769 0.6974 -2.7662
H 1.5537 0.5972 -0.7696
H 0.7724 -0.9493 -0.9327
H 0.3089 -1.6766 3.3172
*
```

Record 10
A cluster of 2 separate species, C2H6O3S in total, computed with the ωB97M-V functional and the def2-TZVPD basis.

The lowest unoccupied orbital energy comes out at 0.541 eV. Its gap between HOMO and LUMO is 9.164 eV. As for the structure (SMILES): CC(=O)SO.O. The calculation puts the total energy at -19147.4973 eV. The highest occupied orbital energy is -8.62 eV.

ORCA input file:
```
! RIJCOSX wB97M-V def2-TZVPD def2/J DEFGRID3
* xyz 0 1
C 0.3985 1.2669 0.1173
C -0.6485 0.3601 0.4739
O -0.8897 -0.0833 1.5672
S -1.9989 0.3408 -0.6732
O -3.0525 -0.3038 0.3035
H 0.3229 2.0570 0.9018
H 1.3502 0.8850 0.5007
H 0.4917 1.5139 -0.9146
H -2.5036 -0.4224 1.0562
O -0.0375 -1.5111 -0.4836
H -0.6856 -1.5188 -1.1779
H 0.7340 -2.0505 -0.7079
*
```

Record 11
A cluster of 2 separate species, C2H6O3S in total, computed with the ωB97M-V functional and the def2-TZVPD basis.

The lowest unoccupied orbital energy comes out at 0.295 eV. Its gap between HOMO and LUMO is 9.255 eV. As for the structure (SMILES): OCSO.C=O. The calculation puts the total energy at -19146.3026 eV. The highest occupied orbital energy is -8.96 eV.

ORCA input file:
```
! RIJCOSX wB97M-V def2-TZVPD def2/J DEFGRID3
* xyz 0 1
O 1.0347 1.0120 -1.2077
C 0.0603 0.1440 -1.6399
S -1.3416 -0.1979 -0.2684
O -1.0957 -1.7308 0.1391
H 0.7793 1.9605 -1.0722
H 0.5497 -0.8273 -1.6020
H -0.5817 0.3945 -2.4423
H -0.4768 -1.8614 0.9421
C 0.2396 0.3033 1.8200
O 0.2211 -0.9081 1.9853
H -0.5242 0.9331 2.1506
H 1.1353 0.7780 1.1953
*
```

Record 12
A cluster of 2 separate species, C2H6O3Si in total, computed with the ωB97M-V functional and the def2-TZVPD basis.

The lowest unoccupied orbital energy comes out at -0.958 eV. Its gap between HOMO and LUMO is 7.977 eV. The calculation puts the total energy at -16186.9921 eV. The highest occupied orbital energy is -8.93 eV.

ORCA input file:
```
! RIJCOSX wB97M-V def2-TZVPD def2/J DEFGRID3
* xyz 0 1
C -1.2805 0.2912 0.1188
C 0.0211 0.1621 0.5403
O -1.7688 1.5259 0.4563
O -1.9905 -0.5261 -0.3915
O 0.0564 -2.1273 0.2214
Si 1.7239 0.7144 -0.0641
H -2.7661 1.3922 0.3855
H 0.9304 -2.0759 -0.1727
H -0.7531 -1.8800 -0.3558
H 2.1336 -0.6508 -0.5681
H 2.0522 1.5810 1.1049
H 1.6414 1.5932 -1.2750
*
```